Computed, not measured: a 2-piece molecular cluster, C4H11O overall in a non-equilibrium geometry, with the ωB97M-V functional and the def2-TZVPD basis.

* HOMO level (alpha / beta): 4.3 / 0.6 eV
* 2S+1: 2
* <S²>: 0.751
* largest force on an atom: 3.19 eV/Å
* total charge: -2

Element x y z (Å)
O 0.05727 -2.41254 -0.80493
C -1.14323 -1.88193 -0.96607
C 1.09438 1.28982 -0.48166
C 0.87359 1.48769 1.00513
C -0.61894 1.41509 1.31070
H 0.51008 2.02887 -1.06122
H -1.05505 -0.85767 -1.33727
H -1.92412 -1.99687 -0.04396
H -1.13246 0.60081 0.78730
H -1.80373 -2.52925 -1.76163
H -0.72737 1.16201 2.49459
H 0.63189 0.35089 -0.89401
H 1.35045 2.36604 1.47968
H -0.99813 2.43674 1.00666
H 1.33464 0.53901 1.51675
H 2.12086 1.33570 -0.95615

Computed, not measured: C5H14NOS as an isolated structure in a non-equilibrium geometry, with the ωB97M-V functional and the def2-TZVPD basis.

* HOMO level: -11.7 eV
* 2S+1: 1
* largest force on an atom: 3.24 eV/Å
* total charge: +1

Element x y z (Å)
S -1.28747 -0.71531 0.95302
O -1.00148 1.18219 -1.10227
N -1.13617 2.10951 1.12397
C -2.64719 -1.12376 -0.23241
C 2.81339 0.22009 -0.07529
C 1.21010 -1.75570 -0.07560
C -0.60127 0.84956 0.25721
C 1.75962 -0.65415 -0.65654
H -1.84196 2.04342 1.86851
H 2.91838 0.23236 0.97077
H 2.69711 1.29136 -0.35053
H -2.07021 -1.35867 -1.07448
H 1.59720 -2.01000 0.90338
H 0.87606 -2.60223 -0.68349
H -3.24037 -0.23334 -0.32286
H -0.34400 0.86048 -1.68434
H 0.10213 -1.41609 0.32304
H -3.29318 -1.97594 -0.03110
H 3.84694 0.15566 -0.45350
H 1.57865 -0.34487 -1.63965
H -0.23600 2.48067 1.44488
H -1.70026 2.76476 0.53729

Computed, not measured: C21H15N2O5SSc as an isolated structure, with the ωB97M-V functional and the def2-TZVPD basis.

* HOMO level: -8.3 eV
* 2S+1: 1
* largest force on an atom: 0.44 eV/Å
* total charge: 0

Element x y z (Å)
Sc 1.44153 -0.51190 1.53298
S 1.77946 1.88284 0.62478
O 6.21188 -1.56797 2.06679
O 6.43011 -0.66930 4.88270
O 3.71033 0.03742 5.80604
O 1.84356 -0.47067 3.44950
O 3.25547 -1.36981 1.32086
N -0.31234 1.44142 -0.98495
N 1.56653 2.41192 -1.96144
C 3.15862 -0.62203 3.54964
C -2.04720 -3.04041 -1.53328
C -3.43971 -2.87680 -1.38359
C 0.97355 1.89829 -0.89343
C -1.18372 -2.37323 -0.70799
C -3.05798 -1.34584 0.44897
C -0.74267 -0.76646 1.12624
C -0.43010 2.05107 -3.22308
C -2.42468 0.96899 -2.08896
C -1.65586 -1.50287 0.30590
C 1.63305 3.06478 -4.26616
C -2.69075 0.23932 2.23012
C 3.87446 -1.07842 2.45885
C -3.55052 -0.46052 1.43868
C 0.89528 2.49074 -3.10427
C -3.93189 -2.05172 -0.41151
C -1.03472 1.50195 -2.12172
C 5.42651 -0.73072 4.23378
C 4.01034 -0.36848 4.71008
C 5.30925 -1.19583 2.77374
C -1.29270 0.08419 2.06215
H -0.71233 1.00213 -0.14517
H -0.11202 -2.50903 -0.81860
H -2.41141 -0.11653 -1.96271
H -0.65232 0.68003 2.71797
H -2.97494 1.38997 -1.24631
H 2.48832 2.42798 -4.49441
H 2.02858 4.04265 -3.99389
H -4.11582 -3.41254 -2.03634
H 1.00224 3.15332 -5.14703
H -4.62225 -0.35181 1.55385
H -0.96571 2.13054 -4.15631
H -3.07038 0.91298 2.98681
H -5.00085 -1.92723 -0.28675
H -1.66479 -3.70262 -2.29836
H -2.94141 1.21020 -3.01418